Entry from the Open Molecules 2025 dataset: an isolated ion of composition C7H17N2 and charge +1 (ωB97M-V/def2-TZVPD).

Properties
Net charge = +1
E = -386.07219 Ha
Structure (SMILES) = C=N[N+](C)(C)C(C)(C)C
Lowest unoccupied orbital energy = -0.109 Eh
ΔE to the lowest compared entry with this formula, charge and spin = 68.96 kcal/mol
Frontier orbital gap = 11.76 eV

Structure (XYZ):
```
26
Properties=species:S:1:pos:R:3:forces:R:3:mulliken_charge:R:1
C 2.544 -0.866 0.610 0.83 1.43 2.34 -0.226
C -1.300 -1.004 -1.398 2.29 0.50 -0.77 -1.639
C -0.724 -1.449 0.969 3.34 1.07 -1.38 -1.635
C -1.838 0.807 0.282 -1.85 -0.82 -1.63 -1.472
C 0.826 1.142 -1.395 -0.15 -1.57 -2.45 -0.577
C 0.813 1.333 1.006 -4.15 -1.53 1.54 -1.120
C -0.816 -0.333 -0.120 -1.28 1.06 2.11 1.097
N 1.598 -0.631 -0.157 -0.60 -1.40 -2.39 -0.871
N 0.641 0.406 -0.128 -0.78 -0.20 0.31 1.099
H 3.173 -1.701 0.287 -0.07 0.22 0.46 0.313
H 2.775 -0.257 1.562 -0.10 -1.13 -1.40 0.195
H -1.616 -0.356 -2.242 -0.22 -0.36 0.82 0.451
H -0.491 -1.643 -1.773 -0.10 0.07 -0.08 0.410
H -2.027 -1.685 -1.029 -1.11 -0.33 -0.20 0.468
H -0.345 -1.093 1.913 -0.04 0.21 0.41 0.321
H 0.012 -2.201 0.613 -0.39 0.44 0.16 0.453
H -1.567 -2.003 1.133 -2.67 -0.84 0.26 0.535
H -1.859 1.151 1.293 0.34 -0.26 0.87 0.414
H -1.785 1.756 -0.313 0.14 -1.04 0.00 0.356
H -2.909 0.366 0.087 2.04 0.83 0.29 0.371
H 1.828 0.772 -1.818 -1.73 1.05 0.34 0.269
H -0.055 0.847 -2.057 1.69 0.45 0.54 0.235
H 0.736 2.193 -1.229 0.39 0.57 0.11 0.315
H 0.306 0.769 1.854 1.02 1.10 -0.59 0.339
H 1.815 1.405 1.170 2.66 0.84 0.51 0.544
H 0.264 2.275 0.880 0.51 -0.38 -0.19 0.355
```
Forces are in eV/Å.